1.
Here is a 12-piece molecular cluster, C26H61N4O12 overall at a distorted geometry from the OMol25 dataset. Energies are from ωB97M-V/def2-TZVPD.

XYZ file:
```
103
Properties=species:S:1:pos:R:3
C -6.122 0.492 2.601
C -4.915 0.516 2.447
C -3.376 0.450 2.402
C -2.831 0.193 0.933
C -1.226 0.277 0.910
N -0.683 -0.759 1.824
C 0.289 -1.600 1.423
N 0.915 -1.621 0.199
C 1.848 -2.660 0.331
C 2.765 -3.062 -0.844
C 4.322 -3.004 -0.496
O 5.049 -3.785 -1.057
C 4.779 -1.917 0.513
C 4.644 -2.094 1.954
C 5.034 -1.056 2.909
C 5.570 0.220 2.452
C 5.728 0.377 1.003
C 5.343 -0.643 0.055
N 1.743 -3.185 1.571
N 0.798 -2.567 2.324
H -7.099 0.425 3.111
H -3.088 -0.436 3.035
H -2.907 1.387 2.802
H -3.090 -0.855 0.641
H -3.257 0.899 0.178
H -0.932 0.112 -0.159
H -0.857 1.279 1.237
H -0.990 -0.903 2.785
H 2.493 -4.084 -1.204
H 2.594 -2.314 -1.661
H 4.230 -3.042 2.373
H 4.907 -1.286 3.991
H 5.845 1.026 3.160
H 6.159 1.331 0.620
H 5.481 -0.415 -1.027
H 2.295 -3.971 1.921
H 0.554 -2.793 3.283
C 1.260 0.649 -2.931
O 0.363 -0.122 -2.128
H 0.708 1.476 -3.372
H 2.067 1.044 -2.309
H 1.676 0.025 -3.726
H 0.871 -0.850 -1.744
C -9.203 2.745 2.391
O -9.000 1.475 1.782
H -8.468 2.873 3.184
H -9.076 3.539 1.651
H -10.207 2.797 2.820
H -9.659 1.384 1.086
C 6.142 3.196 -2.033
O 6.674 2.589 -0.860
H 5.076 2.980 -2.084
H 6.288 4.278 -1.992
H 6.635 2.790 -2.919
H 7.616 2.792 -0.834
C -1.848 2.722 -3.857
O -2.733 1.943 -3.053
H -2.406 3.547 -4.296
H -1.043 3.120 -3.237
H -1.434 2.100 -4.654
H -2.216 1.222 -2.678
C 0.138 5.135 -5.553
O 0.652 4.532 -4.366
H -0.923 4.908 -5.627
H 0.272 6.218 -5.507
H 0.654 4.734 -6.427
H 1.590 4.746 -4.321
C -1.850 8.056 -7.134
O -1.603 6.802 -7.761
H -1.082 8.226 -6.382
H -1.812 8.857 -7.875
H -2.831 8.045 -6.651
H -2.293 6.673 -8.420
C -5.008 4.684 -1.160
O -5.624 3.742 -2.025
H -5.650 5.560 -1.084
H -4.876 4.247 -0.165
H -4.037 4.983 -1.564
H -5.038 2.978 -2.078
C 1.779 -6.115 4.198
O 2.530 -5.750 3.036
H 0.782 -5.681 4.122
H 1.695 -7.201 4.254
H 2.275 -5.732 5.091
H 3.405 -6.146 3.126
C -2.725 -3.380 3.754
O -1.862 -4.462 4.068
H -3.631 -3.452 4.352
H -2.217 -2.434 3.975
H -2.989 -3.419 2.694
H -1.082 -4.357 3.514
C 3.121 -6.151 7.947
O 3.873 -5.788 6.792
H 2.127 -5.714 7.867
H 3.033 -7.238 8.008
H 3.611 -5.769 8.845
H 4.747 -6.185 6.885
C 0.069 -3.597 -3.483
O 0.634 -2.433 -4.072
H 0.475 -4.473 -3.986
H 0.326 -3.640 -2.419
H -1.017 -3.585 -3.601
H 0.262 -1.670 -3.612
```

Values from the calculation:
**Orbital gap**: 8.6 eV
**E_tot**: -2148.62372 Eh
**Largest force on an atom**: 3.51 eV Å⁻¹
**Molecular weight**: 621.8 g mol⁻¹
**Multiplicity**: 1
**LUMO**: -2.7 eV
**Net charge**: +1
**HOMO energy**: -0.417 hartree

These are the Löwdin partial charges, in e, on atoms 1 to 4:
1 C 0.09
2 C -0.12
3 C -0.20
4 C -0.16



2.
Here is a 2-piece molecular cluster, C5H12N2O overall at a distorted geometry from the OMol25 dataset. Energies are from ωB97M-V/def2-TZVPD.

XYZ file:
```
20
Properties=species:S:1:pos:R:3
N 0.237 -0.976 -1.550
C 0.388 -0.894 -0.133
C 1.452 0.152 0.341
C 1.146 1.471 -0.372
C 1.093 1.402 -1.782
C -0.934 -0.719 0.627
N -0.939 -1.071 1.867
O -1.870 -0.286 -0.076
H 0.644 -0.066 -2.091
H -0.796 -0.816 -1.621
H 0.764 -1.894 0.165
H 1.336 0.335 1.367
H 2.334 -0.236 -0.093
H 0.232 1.923 0.000
H 1.893 2.103 0.066
H -0.045 -1.430 2.141
H 0.270 1.867 -2.243
H 2.010 1.468 -2.353
H -4.287 -0.979 2.857
H -4.928 -1.355 2.884
```

Values from the calculation:
**Orbital gap**: 4.8 eV
**E_tot**: -382.23823 Eh
**Energy relative to the best compared isomer or geometry (same formula, charge and spin)**: 165.9 kcal/mol
**Largest force on an atom**: 3.07 eV Å⁻¹
**Molecular weight**: 116.2 g mol⁻¹
**Multiplicity**: 1
**LUMO**: -3.1 eV
**Net charge**: 0
**HOMO energy**: -0.290 hartree

These are the Löwdin partial charges, in e, on atoms 1 to 4:
1 N 0.15
2 C -0.33
3 C -0.08
4 C -0.23



3.
Here is C22H23MoN4O2S2 as an isolated structure from the OMol25 dataset. Energies are from ωB97M-V/def2-TZVPD.

XYZ file:
```
54
Properties=species:S:1:pos:R:3
Mo 0.349 0.037 0.787
C -1.667 0.696 3.534
C -1.242 -0.273 2.456
C -0.302 -1.327 2.700
C 0.298 -1.545 4.062
C 0.081 -2.172 1.639
C 1.070 -3.292 1.826
C -0.540 -2.024 0.360
C -0.106 -2.899 -0.787
C -1.714 -1.216 0.239
C -2.558 -1.328 -0.990
C -1.990 -0.263 1.228
C -3.101 0.737 1.051
H -1.511 1.729 3.223
H -1.135 0.553 4.465
H -2.732 0.570 3.738
H -0.230 -2.372 4.544
H 0.222 -0.678 4.707
H 1.351 -1.802 3.998
H 2.030 -3.062 1.362
H 0.686 -4.199 1.361
H 1.246 -3.507 2.873
H -0.622 -3.862 -0.752
H 0.964 -3.092 -0.751
H -0.326 -2.427 -1.741
H -2.572 -2.357 -1.343
H -2.160 -0.703 -1.793
H -3.581 -1.021 -0.790
H -4.015 0.378 1.532
H -3.317 0.913 0.001
H -2.848 1.694 1.500
S 2.553 -0.578 -0.073
C 3.520 0.597 0.709
C 4.799 0.874 0.117
N 5.810 1.097 -0.383
C 3.143 1.216 1.879
S 1.663 0.876 2.652
C 4.025 2.134 2.547
N 4.724 2.874 3.079
O 0.668 1.990 0.316
N 0.576 2.423 -0.909
N 0.202 1.529 -1.694
O -0.024 0.307 -1.264
C 0.025 1.796 -3.107
C -0.127 0.719 -3.960
C -0.287 0.967 -5.316
C -0.292 2.269 -5.792
C -0.133 3.333 -4.912
C 0.025 3.107 -3.557
H -0.101 -0.289 -3.574
H -0.401 0.137 -5.999
H -0.415 2.457 -6.850
H -0.133 4.350 -5.282
H 0.151 3.927 -2.864
```

Values from the calculation:
**Orbital gap (alpha / beta)**: 7.4 / 5.8 eV
**E_tot**: -2085.90492 Eh
**Largest force on an atom**: 0.68 eV Å⁻¹
**Molecular weight**: 535.5 g mol⁻¹
**Multiplicity**: 3
**LUMO (alpha / beta)**: -3.8 / -5.7 eV
**Net charge**: +1
**HOMO energy (alpha / beta)**: -0.409 / -0.425 hartree
**Expectation value of S²**: 2.03

These are the Löwdin partial charges, in e, on atoms 1 to 4:
1 Mo 1.26
2 C -0.02
3 C -0.29
4 C -0.28



4.
Here is a 2-piece molecular cluster, C8H11ClNS overall at a distorted geometry from the OMol25 dataset. Energies are from ωB97M-V/def2-TZVPD.

XYZ file:
```
22
Properties=species:S:1:pos:R:3
C -3.091 -1.036 0.215
C -2.143 -1.719 0.909
C -2.706 0.143 -0.495
C -0.874 -1.221 1.079
C -1.401 0.620 -0.304
C -0.461 0.005 0.522
C 2.102 -0.305 0.918
C 0.872 0.592 0.572
N 1.405 0.614 -1.505
S 1.075 2.302 0.864
Cl 2.416 -1.762 -0.051
H -4.092 -1.324 -0.016
H -2.312 -2.621 1.556
H -3.458 0.709 -0.959
H -0.215 -1.896 1.733
H -1.114 1.563 -0.778
H 3.035 0.293 0.712
H 1.797 -0.661 1.984
H 2.386 0.699 -1.656
H 1.202 -0.369 -1.669
H 0.829 1.202 -2.011
H 2.360 2.255 0.652
```

Values from the calculation:
**Orbital gap**: 8.4 eV
**E_tot**: -1224.26515 Eh
**Energy relative to the best compared isomer or geometry (same formula, charge and spin)**: 50.9 kcal/mol
**Largest force on an atom**: 3.42 eV Å⁻¹
**Molecular weight**: 188.7 g mol⁻¹
**Multiplicity**: 1
**LUMO**: -5.0 eV
**Net charge**: +1
**HOMO energy**: -0.492 hartree

These are the Löwdin partial charges, in e, on atoms 1 to 4:
1 C -0.02
2 C -0.08
3 C -0.01
4 C -0.03



5.
Here is a 2-piece molecular cluster, C3H7FS overall at a distorted geometry from the OMol25 dataset. Energies are from ωB97M-V/def2-TZVPD.

XYZ file:
```
12
Properties=species:S:1:pos:R:3
C -0.378 1.342 -0.036
C 0.271 0.081 0.234
C -0.342 -1.024 0.000
F 4.047 -1.550 -2.298
S 2.806 -2.584 -2.559
H -0.474 2.035 0.762
H 0.194 1.812 -0.826
H -1.337 1.058 -0.271
H 1.104 0.010 0.960
H 2.077 -1.589 -2.533
H 0.214 -1.974 0.171
H -1.427 -0.984 -0.240
```

Values from the calculation:
**Orbital gap**: 9.7 eV
**E_tot**: -616.44988 Eh
**Energy relative to the best compared isomer or geometry (same formula, charge and spin)**: 58.3 kcal/mol
**Largest force on an atom**: 3.87 eV Å⁻¹
**Molecular weight**: 94.2 g mol⁻¹
**Multiplicity**: 1
**LUMO**: 0.0 eV
**Net charge**: 0
**HOMO energy**: -0.355 hartree

These are the Löwdin partial charges, in e, on atoms 1 to 4:
1 C -0.12
2 C -0.29
3 C -0.04
4 F -0.56



6.
Here is one molecule with the formula C4H10F3OPSi at a distorted geometry from the OMol25 dataset. Energies are from ωB97M-V/def2-TZVPD.

XYZ file:
```
20
Properties=species:S:1:pos:R:3
C -0.086 -1.649 0.617
C 1.940 1.094 0.921
C 1.003 0.209 -1.702
C -0.668 -0.264 0.584
O -0.234 2.265 -0.430
F -3.361 0.957 0.908
F -3.345 -1.384 0.213
F -2.583 0.317 -1.506
Si -2.471 -0.050 0.039
P 0.438 0.969 -0.168
H 0.412 -2.004 1.562
H -0.984 -2.313 0.501
H 0.442 -1.740 -0.375
H 1.731 0.704 1.862
H 2.632 0.506 0.346
H 2.192 2.106 1.065
H 1.699 -0.576 -1.567
H 0.317 -0.275 -2.372
H 1.488 1.172 -2.262
H -0.561 -0.043 1.764
```

Values from the calculation:
**Orbital gap**: 10.7 eV
**E_tot**: -1164.31298 Eh
**Energy relative to the best compared isomer or geometry (same formula, charge and spin)**: 0.0 kcal/mol
**Largest force on an atom**: 4.19 eV Å⁻¹
**Molecular weight**: 190.2 g mol⁻¹
**Multiplicity**: 1
**LUMO**: 0.5 eV
**Net charge**: 0
**HOMO energy**: -0.375 hartree

These are the Löwdin partial charges, in e, on atoms 1 to 4:
1 C -0.17
2 C -0.12
3 C -0.19
4 C -0.47